[1]
# C18H35BaF5NO8Te

C18H35BaF5NO8Te as an isolated structure (the ωB97M-V functional and the def2-TZVPD basis, the Open Molecules 2025 dataset).

Its max |F| is 9.21 eV/Å. The orbital gap comes out at 0.37958 hartree. The value obtained for the total energy is -58673.1033 eV. Its charge is +1.

Element x y z (Å)
Ba -0.6608 -0.6797 -0.1725
C -0.4643 -0.8786 3.2442
C -1.8975 -0.8312 2.7543
O -2.0030 -0.0163 1.5699
C -2.6430 1.2571 1.6853
C -1.6416 2.3154 2.0863
O -0.5249 2.3696 1.2027
C -0.5804 3.3781 0.1982
C -1.4412 3.0196 -0.9978
O -1.1382 1.7266 -1.4964
C -0.3400 1.6532 -2.6751
C 1.1174 1.9367 -2.3805
O 1.5294 1.0524 -1.3473
C 2.6919 1.4543 -0.6424
C 3.4574 0.2178 -0.2497
O 2.6806 -0.7213 0.4861
C 2.5561 -0.4254 1.8741
C 1.7359 -1.5308 2.4960
O 0.3498 -1.3760 2.1774
H -0.4136 -1.5455 4.1089
H -0.1197 0.1172 3.5413
H -2.5697 -0.4769 3.5374
H -2.2015 -1.8394 2.4883
H -3.4629 1.2125 2.4058
H -3.0673 1.4720 0.7047
H -1.2390 2.0801 3.0725
H -2.1409 3.2874 2.1528
H 0.4525 3.5256 -0.1118
H -0.9413 4.3204 0.6242
H -1.3128 3.7816 -1.7744
H -2.4971 3.0169 -0.7222
H -0.7119 2.3393 -3.4389
H -0.4380 0.6296 -3.0406
H 1.2509 2.9777 -2.0672
H 1.7150 1.7782 -3.2841
H 2.4033 2.0458 0.2345
H 3.3422 2.0693 -1.2725
H 4.3526 0.4989 0.3134
H 3.7707 -0.2946 -1.1597
H 2.0573 0.5403 2.0203
H 3.5470 -0.3850 2.3379
H 1.8808 -1.5653 3.5768
H 2.0564 -2.4821 2.0714
F -2.6534 -0.5824 -1.2446
Te -3.2555 -2.2489 -0.4605
F -2.8352 -3.0918 -2.0389
F -4.1212 -3.7352 0.1732
F -4.7832 -1.8064 -1.3967
F -4.1071 -1.2997 0.8622
O -1.6711 -2.5643 0.2990
O 0.2811 -1.7819 -1.8831
C 0.8762 -2.7868 -2.3327
C 0.2163 -3.8155 -3.2017
C 0.7561 -3.7978 -4.6629
C 2.0891 -3.0718 -4.8560
C 3.2723 -3.7189 -4.1364
C 2.9932 -4.0017 -2.6556
N 2.1637 -2.9716 -2.0345
H -0.8512 -3.6205 -3.1787
H 0.3791 -4.7946 -2.7478
H 0.0115 -3.3147 -5.2949
H 0.8489 -4.8259 -5.0174
H 1.9838 -2.0341 -4.5237
H 2.3141 -3.0249 -5.9219
H 4.1463 -3.0718 -4.2356
H 3.5244 -4.6684 -4.6154
H 3.9195 -4.0634 -2.0888
H 2.4918 -4.9626 -2.5442
H 2.5784 -2.2756 -1.4294

Atom charges from the Mulliken analysis, given in e for atoms 1 to 6: number 1, Ba, carries 2.84; number 2, C, carries -0.66; number 3, C, carries -0.74; number 4, O, carries 0.03; number 5, C, carries -0.65; number 6, C, carries -0.65



[2]
# C18H35BrN3O6S

A 2-piece molecular cluster, C18H35BrN3O6S overall (the ωB97M-V functional and the def2-TZVPD basis, the Open Molecules 2025 dataset).

Its max |F| is 1.31 eV/Å. The orbital gap comes out at 0.27132 hartree. The value obtained for the total energy is -116855.7160 eV. Its charge is +1.

Element x y z (Å)
C 3.1721 -0.6382 3.2094
C 3.1954 -1.5645 1.9997
C 1.9068 -2.3384 1.8053
O 0.8862 -1.5739 1.1290
C 1.0760 -1.3554 -0.1790
C 0.8526 -2.3589 -1.1407
C 0.4136 -3.7484 -0.8330
C -0.8216 -3.8177 0.0395
O -0.9488 -5.1886 0.4629
C -2.1005 -3.3887 -0.7095
N -2.8941 -2.4782 0.1335
N 1.0305 -2.0894 -2.4135
N 1.3997 -0.8755 -2.7265
Br 1.5674 -0.6310 -4.5887
C 1.6430 0.1526 -1.9236
C 2.0953 1.4772 -2.5052
O 2.4696 2.4449 -1.5821
C 3.7913 2.2472 -1.0927
C 1.4441 -0.0886 -0.5520
O 1.6102 0.8497 0.3758
C 0.4937 1.7957 0.4479
C -0.6071 1.3360 1.3593
O -0.3274 1.7522 2.6785
C -1.4981 1.6853 3.5004
C -2.2073 3.0340 3.5916
H 3.3608 -1.1708 4.1326
H 2.2593 -0.0532 3.2606
H 3.9828 0.0775 3.1073
H 3.9704 -2.3069 2.1732
H 3.4970 -1.0142 1.1104
H 2.1133 -3.2939 1.3349
H 1.4979 -2.5621 2.7823
H 1.2313 -4.3465 -0.4512
H 0.1553 -4.1948 -1.7894
H -0.7730 -3.2108 0.9344
H -1.3387 -5.1649 1.3390
H -1.8594 -2.8598 -1.6294
H -2.6710 -4.2859 -0.9150
H -3.3697 -1.7662 -0.3951
H -3.5488 -2.9765 0.7149
H 2.9067 1.3377 -3.2199
H 1.2584 1.8713 -3.0836
H 3.8746 1.3260 -0.5214
H 4.5191 2.2880 -1.9017
H 3.9908 3.0752 -0.4258
H 0.9192 2.7287 0.7859
H 0.0925 1.9850 -0.5429
H -1.5282 1.8095 1.0140
H -0.6913 0.2490 1.3314
H -1.2176 1.3126 4.4766
H -2.1745 0.9399 3.0855
H -3.2690 2.9357 3.3956
H -2.0799 3.4235 4.5945
H -1.7918 3.7411 2.8833
C -3.1070 1.1942 -2.8007
S -2.4778 2.6653 -1.9772
O -3.3086 2.8838 -0.7697
C -3.0188 3.8298 -3.2307
H -2.9070 0.3383 -2.1572
H -4.1809 1.2923 -2.9574
H -2.5946 1.0631 -3.7548
H -4.0980 3.7512 -3.3584
H -2.5065 3.6180 -4.1695
H -2.7605 4.8306 -2.8919

Atom charges from the Mulliken analysis, given in e for atoms 1 to 6: number 1, C, carries -1.34; number 2, C, carries -0.13; number 3, C, carries -0.54; number 4, O, carries -0.35; number 5, C, carries 0.62; number 6, C, carries -0.15



[3]
# C18H35F2GaNO6S

C18H35F2GaNO6S as an isolated structure (the ωB97M-V functional and the def2-TZVPD basis, the Open Molecules 2025 dataset).

Its max |F| is 9.45 eV/Å. The orbital gap comes out at 0.27239 hartree. The value obtained for the total energy is -101646.8333 eV. Its charge is -1.

Element x y z (Å)
C 3.5717 -1.3784 0.4987
C 3.2601 -0.8212 -1.0094
C 3.0408 0.7955 -1.1325
C 2.5443 1.5482 0.2344
C 1.3884 2.6546 -0.2539
C 1.2585 3.8089 0.8997
C -0.1848 4.5792 0.9706
C -1.5016 3.6311 0.7548
C -2.9181 4.2654 1.2853
C -4.0311 3.0203 1.1857
C -4.2817 2.4913 -0.3454
C -5.2106 1.1014 -0.3943
C -4.3845 -0.1662 -1.0827
C -4.4822 -1.5639 -0.2255
Ga -3.4973 -1.2308 1.5925
N -2.2955 -2.7086 2.0837
C -1.9414 -2.4215 3.5505
O -2.5865 -1.5292 4.3149
F -0.7858 -3.1283 4.1748
C -0.9754 -2.6216 1.3499
O -0.3194 -3.7236 0.9489
F -0.4094 -1.2579 1.1373
H 2.5700 -1.3719 1.1480
H 4.4624 -0.8348 1.0479
H 3.8488 -2.5328 0.3938
H 2.3540 -1.3485 -1.5436
H 4.2226 -1.0804 -1.6657
H 2.2039 0.9595 -1.9629
H 4.0260 1.3110 -1.5260
H 1.9777 0.8498 1.0042
H 3.3850 2.1149 0.8260
H 1.7002 3.0953 -1.3179
H 0.4243 2.0194 -0.4447
H 1.5894 3.4250 1.9810
H 2.0665 4.6433 0.6270
H -0.2018 5.4422 0.1582
H -0.2204 5.1246 2.0319
H -1.5428 3.3826 -0.4124
H -1.3446 2.6210 1.3605
H -3.3082 5.1255 0.5559
H -2.8658 4.6835 2.4022
H -3.7072 2.1375 1.9167
H -5.0413 3.4585 1.5820
H -3.3133 2.2327 -0.9502
H -4.8495 3.3575 -0.9193
H -5.6763 0.8360 0.6504
H -6.0830 1.3592 -1.1666
H -3.2285 0.0610 -1.2178
H -4.8076 -0.3476 -2.1839
H -3.9732 -2.4386 -0.8223
H -5.6225 -1.7959 -0.0621
H -2.6060 0.1262 1.5374
H -4.6839 -1.1004 2.6990
C 3.6961 -4.6340 -2.1677
C 4.4933 -4.8556 -3.4503
O 5.7638 -4.2554 -3.2085
S 6.1234 -4.3966 -1.6239
O 6.9853 -5.5457 -1.4574
O 6.4505 -3.0864 -1.1111
O 4.6319 -4.8001 -1.1038
H 3.3031 -3.6133 -2.1193
H 2.8723 -5.3454 -2.0655
H 4.0134 -4.4046 -4.3222
H 4.6537 -5.9230 -3.6351

Atom charges from the Mulliken analysis, given in e for atoms 1 to 6: number 1, C, carries -0.68; number 2, C, carries -0.21; number 3, C, carries -0.59; number 4, C, carries -0.33; number 5, C, carries -0.44; number 6, C, carries -0.61



Number 1: HOMO energy -12.69 eV. Number 2: HOMO energy -11.58 eV. Number 3: HOMO energy -5.27 eV.